Record 1
ORCA calculation (ωB97M-V/def2-TZVPD) on a gas-phase ion, C6H9N2O4S2 (charge -1).

Orbital gap (Ha): 0.272
Total charge: -1
2S+1: 1

Cartesian coordinates (Å):
S1 -1.94976 -0.77835 0.87098
S2 0.91752 -2.67592 -0.73533
O1 -3.21467 -0.09133 1.23039
O2 1.75436 -2.47648 -1.92595
O3 -2.31482 -2.19206 0.40526
O4 -0.57298 -2.98352 -1.19877
N1 1.89729 2.95354 1.07540
N2 -2.34090 0.93216 -1.30432
C1 1.46295 1.69159 0.81558
C2 -0.03965 -0.03210 -1.04671
C3 0.65488 -0.96217 -0.21505
C4 -1.37385 0.03134 -0.77107
C5 1.25520 -0.67851 0.98861
C6 1.63081 0.61278 1.56663
H1 -3.23378 0.91266 -0.77238
H2 -1.24683 -2.67185 -0.48155
H3 -2.51065 1.00243 -2.22129
H4 0.85911 1.64205 -0.07469
H5 1.27799 -1.62713 1.64024
H6 0.45089 0.33371 -1.90814
H7 2.17881 0.55444 2.51418
H8 1.56276 3.57695 0.31056
H9 2.89533 2.92578 1.23744

Forces on atoms 1 to 3 (eV/Å):
S -0.46 -0.42 0.24
S -0.62 0.82 0.54
O -0.02 0.61 -0.56

=====

Record 2
ORCA calculation (ωB97M-V/def2-TZVPD) on a single C6H9N2P molecule.

Orbital gap (alpha / beta) (Ha): 0.237 / 0.274
2S+1: 3

Cartesian coordinates (Å):
P1 2.57594 -0.52591 -0.04284
N1 0.09854 0.31269 0.13130
N2 0.33401 -1.99150 -0.15936
C1 -1.86854 -1.13984 0.22767
C2 -0.90840 -2.27829 -0.01346
C3 2.24084 1.33037 0.17231
C4 -1.27360 0.21766 -0.25686
C5 0.87188 -0.77359 0.00036
C6 0.81067 1.54577 -0.14265
H1 0.56768 1.69711 -1.14209
H2 0.37493 2.45608 0.46634
H3 -2.00437 -0.94009 1.34146
H4 -1.07726 -3.31800 0.08805
H5 -1.94394 0.90759 0.20200
H6 2.39642 1.80858 1.16820
H7 2.97857 1.65701 -0.50503
H8 -2.87151 -1.17233 -0.11525
H9 -1.30186 0.20670 -1.42016

Forces on atoms 1 to 3 (eV/Å):
P 2.25 1.08 0.53
N -0.33 1.52 1.17
N 3.44 0.54 0.22

=====

Record 3
ORCA calculation (ωB97M-V/def2-TZVPD) on a molecular structure, C6H9N3.

Orbital gap (Ha): 0.306
2S+1: 1

Cartesian coordinates (Å):
N1 0.52513 1.23039 -0.58109
N2 -0.67709 0.46931 -0.32802
N3 -2.87522 -0.13556 -0.53618
C1 0.76237 -1.16596 -0.83537
C2 1.87732 -1.48086 -1.12341
C3 1.24022 1.67365 0.78453
C4 -1.85879 0.69596 -0.91243
C5 -0.60935 -1.47368 1.34976
C6 -0.29744 -0.93383 0.10955
H1 -2.66479 -0.97673 0.27579
H2 -0.54283 -2.59366 1.45977
H3 1.22079 0.50517 -0.95169
H4 2.54807 1.69832 0.41007
H5 2.71135 -1.56792 -1.96725
H6 0.62809 2.85724 1.09014
H7 -1.16423 -0.98914 2.04823
H8 -1.87843 1.34541 -2.25712
H9 1.05484 0.84189 1.96473

Forces on atoms 1 to 3 (eV/Å):
N 1.27 -0.20 2.12
N 3.37 -0.18 1.86
N 2.14 0.82 -0.36

=====

Record 4
ORCA calculation (ωB97M-V/def2-TZVPD) on 2 unconnected molecules or ions with the total composition C6H9N3O3S.

Orbital gap (alpha / beta) (Ha): 0.268 / 0.268
2S+1: 1

Cartesian coordinates (Å):
S1 1.23907 0.42132 1.84135
O1 -1.94014 -0.44443 -1.79390
O2 0.90221 -1.37026 -0.27474
O3 1.74100 2.17708 -0.83540
N1 -1.11923 1.20634 1.10571
N2 -2.83508 -1.02434 0.09043
N3 0.37625 0.97336 -2.38880
C1 -1.80954 -0.40678 -0.54578
C2 -0.86024 0.26813 0.25286
C3 0.45730 -0.20954 0.33009
C4 -0.05739 1.66804 1.93175
C5 1.03135 1.30698 -1.25876
C6 2.04143 -1.97021 0.39692
H1 -0.54132 0.48376 -2.41308
H2 2.92432 -1.19022 0.26387
H3 -3.47626 -1.51308 -0.45617
H4 -0.42028 1.82537 2.89454
H5 0.34032 2.66087 1.64077
H6 -2.60175 -1.39242 0.99056
H7 2.24796 -2.84379 -0.11696
H8 0.49659 1.62378 -3.18385
H9 1.86345 -2.24998 1.52858

Forces on atoms 1 to 3 (eV/Å):
S 0.17 -0.74 -0.66
O 1.80 0.96 1.11
O -0.24 -0.48 1.69

=====

Record 5
ORCA calculation (ωB97M-V/def2-TZVPD) on 2 unconnected molecules or ions with the total composition C6H9N3O3S.

Orbital gap (alpha / beta) (Ha): 0.279 / 0.284
2S+1: 1

Cartesian coordinates (Å):
S1 -1.46672 0.52809 -1.37973
O1 -1.83400 1.82963 -0.77999
O2 1.15347 -3.27158 2.81203
O3 1.42857 -2.43530 0.12915
N1 -0.83958 -0.35881 2.76506
N2 -0.07768 -0.71022 0.57807
N3 -0.18430 -1.51960 3.13364
C1 0.02896 -0.28343 -0.69794
C2 -0.84230 0.96176 -3.04815
C3 1.46232 2.01441 -0.57738
C4 0.67591 -2.25180 2.35306
C5 -0.86120 -0.12392 1.52017
C6 0.77684 -1.80232 0.93996
H1 0.43020 -0.85335 -1.42683
H2 0.61778 2.37820 0.10146
H3 -0.88332 0.06247 -3.55024
H4 -0.36937 -1.69249 4.12193
H5 0.05683 1.34536 -2.92049
H6 2.35008 1.56611 -0.17187
H7 -1.55850 1.65868 -3.53340
H8 -1.45902 0.68109 1.27383
H9 1.39505 2.27703 -1.64234

Forces on atoms 1 to 3 (eV/Å):
S -0.48 -0.12 -0.78
O 0.38 0.13 0.70
O 0.42 0.53 -0.87

=====

Record 6
ORCA calculation (ωB97M-V/def2-TZVPD) on 2 unconnected molecules or ions with the total composition C6H9N3S.

Orbital gap (Ha): 0.320
2S+1: 1

Cartesian coordinates (Å):
S1 -4.74392 0.24301 0.85910
N1 -3.07494 -1.17410 -0.67338
N2 -1.36592 2.27765 0.22878
N3 -0.63400 1.02275 -1.50501
C1 -3.61458 -0.36047 0.02068
C2 -0.49503 1.18805 0.76600
C3 0.56676 -0.84798 -0.33866
C4 1.19412 -1.18904 0.98310
C5 -1.45905 2.08685 -0.99255
C6 -0.09931 0.29671 -0.48787
H1 -2.21215 -1.35279 -1.14168
H2 0.68454 -1.57260 -1.16995
H3 0.31014 1.66547 1.32902
H4 1.09050 -2.22714 1.17817
H5 0.76656 -0.52725 1.75922
H6 2.25415 -0.91292 0.89511
H7 -0.61359 0.61339 -2.42780
H8 -1.02097 0.52641 1.42248
H9 -2.06483 2.57043 -1.78292

Forces on atoms 1 to 3 (eV/Å):
S -1.18 1.72 1.49
N 0.57 0.31 -0.18
N -0.10 -0.47 1.65

=====

What did we get for energy? Answer: -39206.9909; -18633.0387; -10826.0781; -27812.8209; -27810.2335; -21671.6153 eV, in the order shown.
What did we get for largest force on an atom? Answer: 5.1; 4.4; 6.2; 6.6; 5.2; 3.4 eV Å⁻¹, in the order shown.